Entry 1:
{"formula": "C51H57O3OsP3Si2", "method": "the ωB97M-V functional and the def2-TZVPD basis", "homo_ha": [-0.4353, -0.4727], "spin_multiplicity": 5, "orbital_gap_ev": [6.57, 5.39], "charge": 2, "lumo_ev": [-5.273, -7.469], "de_lowest_ev": 4.4889, "max_force_ev_per_a": 0.66, "symbols": ["Os", "P", "P", "P", "Si", "Si", "O", "O", "O", "C", "C", "C", "C", "C", "C", "C", "C", "C", "C", "C", "C", "C", "C", "C", "C", "C", "C", "C", "C", "C", "C", "C", "C", "C", "C", "C", "C", "C", "C", "C", "C", "C", "C", "C", "C", "C", "C", "C", "C", "C", "C", "C", "C", "C", "C", "C", "C", "C", "C", "C", "H", "H", "H", "H", "H", "H", "H", "H", "H", "H", "H", "H", "H", "H", "H", "H", "H", "H", "H", "H", "H", "H", "H", "H", "H", "H", "H", "H", "H", "H", "H", "H", "H", "H", "H", "H", "H", "H", "H", "H", "H", "H", "H", "H", "H", "H", "H", "H", "H", "H", "H", "H", "H", "H", "H", "H", "H"], "xyz": [[0.126, 0.336, -0.850], [0.003, -1.840, -2.052], [-3.030, 0.097, 1.830], [2.039, 0.220, 0.650], [-0.348, 2.238, 0.558], [-0.530, 1.770, -2.796], [-0.932, -2.307, -0.605], [-1.184, -2.127, -3.041], [0.913, -3.101, -2.239], [3.183, 4.177, -4.314], [2.387, -3.126, -2.324], [2.077, -2.524, 0.976], [-1.882, -4.023, -4.371], [-3.125, -3.470, -0.555], [-4.176, -0.882, 6.112], [3.364, 3.023, -3.567], [-4.489, -1.765, 5.087], [2.262, 2.339, -3.072], [2.947, -1.894, -2.985], [-2.030, 2.864, -2.544], [0.960, 2.780, -3.311], [-1.039, -3.319, 2.039], [5.471, 1.720, -0.979], [4.398, 0.901, -0.675], [0.805, 3.946, -4.069], [4.698, -2.669, 1.851], [0.484, 3.800, -0.051], [-4.377, 2.333, 1.952], [2.020, 0.438, 3.463], [-1.784, -0.988, 1.254], [-0.040, 2.297, 3.442], [2.607, -3.747, 1.362], [1.431, 0.819, 2.260], [-3.792, -4.840, -0.659], [-0.954, 0.708, -4.284], [0.546, 1.924, 4.643], [4.162, -1.446, 1.477], [-2.143, 2.693, 0.984], [-1.081, -2.750, -4.368], [-4.148, -1.451, 3.783], [-3.122, 1.845, 1.542], [5.592, 2.963, -0.368], [-3.490, -0.246, 3.508], [-1.628, -3.634, -0.381], [-3.197, 0.649, 4.540], [-4.667, 3.681, 1.862], [4.648, 3.372, 0.558], [0.384, 1.746, 2.229], [-2.480, 4.046, 0.922], [-3.532, 0.320, 5.842], [-1.387, -1.939, 2.204], [1.571, 0.985, 4.655], [1.899, 4.639, -4.563], [2.842, -1.366, 1.028], [3.443, 1.305, 0.259], [3.923, -3.821, 1.795], [-1.518, -1.022, -0.174], [-3.712, 4.538, 1.345], [3.580, 2.544, 0.878], [-1.167, -4.101, 0.949], [-1.425, -1.609, 3.233], [2.476, -1.705, -3.952], [-2.916, -3.830, -4.088], [-2.353, -0.779, -0.834], [1.998, -4.640, 1.320], [-2.936, 2.299, -2.774], [-5.125, 1.660, 2.353], [-5.628, 4.052, 2.190], [-3.308, -2.889, -1.462], [-0.028, -2.929, -4.587], [6.217, 1.389, -1.689], [-1.140, 1.390, -5.118], [2.431, 1.443, -2.480], [2.867, 2.864, 1.626], [-0.184, 4.333, -4.285], [4.038, 4.713, -4.703], [2.826, -0.284, 3.479], [-3.624, -5.439, 0.236], [-1.453, -4.762, -3.695], [2.831, -1.004, -2.367], [4.346, -4.771, 2.091], [-1.463, -2.006, -5.062], [6.429, 3.605, -0.607], [-1.217, -4.261, -1.175], [-3.297, 1.002, 6.647], [4.363, 2.660, -3.366], [-4.867, -4.730, -0.783], [4.328, -0.073, -1.146], [-0.831, 3.039, 3.449], [-4.444, -1.127, 7.131], [5.723, -2.722, 2.192], [-1.990, 3.702, -3.242], [4.745, 4.332, 1.047], [2.755, -3.266, -1.309], [-3.537, -2.915, 0.290], [-4.398, -2.134, 2.980], [2.026, 0.688, 5.589], [1.469, 3.560, -0.447], [-0.068, 4.283, -0.857], [2.586, -4.023, -2.905], [-0.123, 0.062, -4.578], [0.607, 4.516, 0.766], [-2.705, 1.587, 4.324], [0.210, 2.366, 5.572], [-1.847, 0.101, -4.135], [-3.414, -5.397, -1.517], [4.011, -2.051, -3.164], [4.775, -0.557, 1.532], [-5.006, -2.689, 5.305], [1.752, 5.539, -5.145], [-1.763, 4.753, 0.530], [-1.884, -4.447, -5.375], [-0.695, -3.807, 2.944], [-3.920, 5.596, 1.262], [1.053, -2.466, 0.638], [-2.145, 3.276, -1.548], [-0.909, -5.150, 1.031]]}

=====

Entry 2:
{"formula": "C51H59AuClNO3P2SbTe", "method": "the ωB97M-V functional and the def2-TZVPD basis", "homo_ha": -0.3629, "orbital_gap_ev": 7.26, "charge": 1, "lumo_ev": -2.619, "max_force_ev_per_a": 2.59, "symbols": ["Au", "Te", "Sb", "Cl", "P", "P", "O", "O", "O", "N", "C", "C", "C", "C", "C", "C", "C", "C", "C", "C", "C", "C", "C", "C", "C", "C", "C", "C", "C", "C", "C", "C", "C", "C", "C", "C", "C", "C", "C", "C", "C", "C", "C", "C", "C", "C", "C", "C", "C", "C", "C", "C", "C", "C", "C", "C", "C", "C", "C", "C", "C", "H", "H", "H", "H", "H", "H", "H", "H", "H", "H", "H", "H", "H", "H", "H", "H", "H", "H", "H", "H", "H", "H", "H", "H", "H", "H", "H", "H", "H", "H", "H", "H", "H", "H", "H", "H", "H", "H", "H", "H", "H", "H", "H", "H", "H", "H", "H", "H", "H", "H", "H", "H", "H", "H", "H", "H", "H", "H", "H"], "xyz": [[0.041, 0.242, -0.339], [2.566, -3.458, 1.621], [-0.920, 2.518, -1.693], [-2.747, -1.045, -8.012], [-0.440, -2.093, 1.626], [1.651, -0.133, 1.248], [-0.721, -3.510, -3.078], [-0.881, -1.189, -1.835], [-1.488, -2.073, 0.127], [3.955, -2.620, 6.241], [1.731, 3.564, -2.654], [-1.273, -0.895, 2.685], [4.429, 0.392, 1.401], [0.998, 2.207, 2.592], [5.724, 0.309, 0.894], [-1.527, -3.840, 3.550], [-1.428, -3.466, -1.879], [3.369, -0.134, 0.672], [-2.587, 0.878, 4.366], [-2.103, 3.083, -4.537], [0.918, 4.654, -0.553], [-1.245, -2.132, -1.196], [-1.441, 0.217, 4.806], [-0.781, -0.672, 3.973], [-0.480, -4.879, 1.649], [-0.069, 5.314, -2.758], [-1.274, -2.936, -4.206], [-1.669, 1.894, -3.680], [4.899, -0.786, -1.083], [5.959, -0.281, -0.340], [4.391, -2.453, 3.881], [2.236, 0.593, 3.893], [2.876, -3.365, 5.957], [-3.036, -1.888, -5.464], [3.253, -3.198, 3.605], [-0.911, -2.326, -6.486], [-1.790, -5.100, 4.080], [-1.409, -6.243, 3.393], [-2.585, 3.321, -0.502], [1.620, 2.709, 4.865], [-0.852, -3.720, 2.337], [0.939, -3.522, -5.244], [-2.566, -2.453, -4.280], [-0.496, 1.140, -4.316], [-2.424, -0.234, 2.245], [-2.064, 3.390, 0.933], [2.483, -3.679, 4.660], [-2.839, 0.935, -3.459], [-2.196, -1.804, -6.550], [-3.750, 2.337, -0.594], [-3.025, 4.710, -0.972], [-0.761, -6.132, 2.168], [-0.437, -2.905, -5.318], [1.622, 0.967, 2.693], [1.219, -1.839, 1.909], [2.247, 1.469, 4.969], [0.985, 3.074, 3.685], [0.520, 4.163, -1.940], [4.698, -2.190, 5.214], [3.610, -0.714, -0.579], [-3.079, 0.654, 3.088], [1.518, -3.092, -4.422], [-3.053, 0.431, -4.413], [2.776, -1.102, -1.155], [-1.852, -2.960, 4.087], [-2.591, 0.155, -2.733], [-0.335, 5.004, -3.767], [0.097, 5.177, -0.056], [6.970, -0.341, -0.728], [2.525, 4.320, -2.718], [-3.972, 1.168, 2.749], [1.620, 3.387, 5.712], [2.690, -0.389, 3.980], [-1.064, 0.389, 5.807], [-2.303, -5.183, 5.031], [0.682, 6.111, -2.846], [-0.800, 0.764, -5.306], [-2.268, 5.468, -0.754], [-1.628, -7.222, 3.805], [1.489, 3.256, -3.672], [-2.813, 3.731, -4.017], [-2.838, 3.831, 1.583], [-2.494, -3.674, -1.991], [1.266, 3.839, 0.088], [6.551, 0.709, 1.471], [-1.172, 4.017, 1.014], [-3.247, 4.737, -2.042], [-4.055, -1.527, -5.531], [0.520, 2.479, 1.662], [2.134, 2.701, -2.114], [-0.482, -7.022, 1.617], [1.594, -4.275, 4.479], [-0.274, -2.287, -7.364], [-1.251, 3.682, -4.860], [-2.806, -0.435, 1.247], [1.479, -3.376, -6.178], [-0.953, 5.743, -2.286], [-0.208, 0.274, -3.712], [-3.940, 5.001, -0.435], [0.861, -4.596, -5.052], [0.016, -4.797, 0.696], [-3.744, 1.451, -3.144], [0.099, -1.201, 4.313], [-4.486, 2.569, 0.190], [4.256, 0.867, 2.357], [2.297, -3.717, 6.808], [-3.236, -2.501, -3.428], [5.079, -1.239, -2.052], [-4.259, 2.412, -1.554], [1.747, 5.366, -0.653], [-2.600, 2.709, -5.444], [-1.015, -4.230, -1.236], [5.019, -2.071, 3.083], [-3.425, 1.298, -0.457], [-3.104, 1.560, 5.032], [2.742, 1.185, 5.893], [0.378, 1.778, -4.458], [0.479, 4.031, 3.612], [5.570, -1.592, 5.469], [-1.825, 2.399, 1.322]]}

=====

Entry 3:
{"formula": "C51H60AlNP2Si4", "method": "the ωB97M-V functional and the def2-TZVPD basis", "homo_ha": [-0.1901, -0.1902], "orbital_gap_ev": [2.54, 2.55], "lumo_ev": [-2.629, -2.630], "max_force_ev_per_a": 15.47, "symbols": ["P", "P", "Si", "Si", "Si", "Si", "Al", "N", "C", "C", "C", "C", "C", "C", "C", "C", "C", "C", "C", "C", "C", "C", "C", "C", "C", "C", "C", "C", "C", "C", "C", "C", "C", "C", "C", "C", "C", "C", "C", "C", "C", "C", "C", "C", "C", "C", "C", "C", "C", "C", "C", "C", "C", "C", "C", "C", "C", "C", "C", "H", "H", "H", "H", "H", "H", "H", "H", "H", "H", "H", "H", "H", "H", "H", "H", "H", "H", "H", "H", "H", "H", "H", "H", "H", "H", "H", "H", "H", "H", "H", "H", "H", "H", "H", "H", "H", "H", "H", "H", "H", "H", "H", "H", "H", "H", "H", "H", "H", "H", "H", "H", "H", "H", "H", "H", "H", "H", "H", "H"], "xyz": [[-2.396, -11.237, 8.750], [4.803, -14.760, 13.171], [-0.395, -21.689, 17.208], [-3.523, -21.615, 17.601], [3.451, -14.131, 17.728], [-0.922, -20.918, 20.167], [-2.680, -19.445, 17.252], [1.906, -21.141, 19.853], [-4.014, -12.354, 10.284], [5.685, -17.248, 13.975], [-4.695, -13.055, 11.489], [8.118, -8.187, 13.976], [2.150, -18.315, 21.305], [4.620, -16.674, 13.563], [5.820, -8.745, 13.206], [-4.329, -20.592, 18.663], [3.532, -19.243, 20.834], [-2.863, -22.223, 12.819], [9.620, -13.634, 15.087], [6.262, -9.479, 8.908], [-3.291, -19.217, 15.240], [-2.217, -13.045, 12.295], [1.292, -9.849, 8.351], [5.674, -18.575, 14.579], [-0.802, -22.647, 21.047], [8.746, -15.636, 13.499], [-1.511, -21.317, 15.147], [2.221, -9.033, 8.641], [-1.878, -12.238, 11.228], [0.996, -18.958, 20.944], [-1.814, -22.939, 13.458], [4.563, -19.251, 14.821], [9.176, -14.560, 14.646], [-1.901, -19.604, 21.216], [-3.535, -13.563, 12.285], [3.258, -17.359, 13.872], [0.427, -8.609, 10.021], [7.729, -15.437, 12.669], [0.027, -9.669, 9.074], [4.792, -13.647, 16.734], [-3.311, -20.857, 13.349], [-1.073, -10.399, 9.090], [-2.786, -20.482, 14.693], [7.239, -8.262, 13.049], [0.788, -20.254, 20.193], [7.232, -12.107, 13.816], [-1.252, -22.442, 14.557], [5.382, -9.137, 14.485], [7.587, -8.597, 15.341], [6.943, -13.299, 13.486], [1.486, -21.698, 16.196], [3.289, -18.724, 14.263], [6.347, -9.079, 15.582], [-8.737, -16.053, 11.710], [6.600, -14.587, 13.101], [1.603, -8.234, 9.676], [-1.621, -21.101, 18.243], [-2.802, -11.765, 10.336], [3.093, -20.662, 20.015], [6.831, -11.483, 13.007], [0.074, -18.372, 20.806], [-1.180, -19.418, 21.886], [7.230, -9.510, 9.315], [4.292, -9.243, 14.840], [-9.769, -16.909, 11.728], [9.696, -12.647, 15.438], [-2.268, -18.671, 20.780], [5.980, -9.094, 9.924], [1.410, -21.531, 14.998], [-9.835, -15.491, 12.273], [-3.676, -20.183, 12.635], [-0.408, -22.876, 14.669], [-0.317, -8.569, 10.815], [4.199, -12.766, 16.335], [4.060, -21.003, 19.838], [-8.211, -16.166, 12.602], [-5.396, -13.795, 11.174], [1.806, -22.703, 16.384], [-4.660, -12.339, 9.403], [8.153, -8.290, 15.972], [5.082, -8.834, 12.313], [-3.555, -13.925, 13.302], [-2.544, -20.238, 21.896], [6.212, -10.510, 8.649], [5.878, -13.892, 16.933], [-0.038, -23.121, 20.426], [-1.414, -13.304, 13.068], [9.439, -16.488, 13.638], [4.108, -18.438, 20.368], [3.187, -8.822, 8.017], [6.052, -8.606, 8.212], [2.431, -17.531, 21.960], [6.715, -19.112, 14.784], [1.994, -7.361, 10.275], [-5.499, -20.644, 18.578], [-1.048, -11.516, 11.462], [-4.506, -19.017, 15.499], [4.531, -20.167, 15.187], [7.444, -15.839, 11.799], [1.364, -10.516, 7.580], [6.641, -16.802, 13.672], [3.394, -15.898, 18.040], [4.735, -14.783, 11.822], [9.114, -7.727, 13.584], [-3.600, -19.712, 19.533], [-5.299, -12.092, 11.881], [2.357, -16.779, 13.728], [7.351, -11.640, 14.729], [1.834, -20.808, 16.745], [4.066, -19.536, 21.728], [2.264, -19.306, 14.301], [-8.454, -15.589, 10.727], [-2.844, -22.636, 11.800], [-1.218, -23.676, 12.962], [-2.759, -18.573, 14.697], [5.889, -9.119, 16.606], [7.254, -7.712, 12.052], [-0.529, -22.579, 22.082], [-1.713, -23.158, 20.724]]}

=====

Entry 4:
{"formula": "C51H60AsN4PSY", "method": "the ωB97M-V functional and the def2-TZVPD basis", "homo_ha": -0.5797, "orbital_gap_ev": 7.29, "charge": 3, "lumo_ev": -8.480, "de_lowest_ev": 1.5573, "max_force_ev_per_a": 1.57, "symbols": ["Y", "As", "S", "P", "N", "N", "N", "N", "C", "C", "C", "C", "C", "C", "C", "C", "C", "C", "C", "C", "C", "C", "C", "C", "C", "C", "C", "C", "C", "C", "C", "C", "C", "C", "C", "C", "C", "C", "C", "C", "C", "C", "C", "C", "C", "C", "C", "C", "C", "C", "C", "C", "C", "C", "C", "C", "C", "C", "C", "H", "H", "H", "H", "H", "H", "H", "H", "H", "H", "H", "H", "H", "H", "H", "H", "H", "H", "H", "H", "H", "H", "H", "H", "H", "H", "H", "H", "H", "H", "H", "H", "H", "H", "H", "H", "H", "H", "H", "H", "H", "H", "H", "H", "H", "H", "H", "H", "H", "H", "H", "H", "H", "H", "H", "H", "H", "H", "H", "H"], "xyz": [[-0.081, 1.291, 0.343], [-1.703, 2.203, -1.792], [-0.949, -1.252, -0.399], [1.929, 1.046, 2.310], [1.963, 0.436, -1.505], [1.248, -2.729, -0.282], [2.253, 1.792, -1.091], [-0.676, -3.772, 0.408], [-1.587, 6.426, -2.079], [-0.610, 0.231, -5.400], [2.891, -6.894, -0.104], [3.258, 4.344, 4.353], [3.571, 0.498, 1.702], [-3.787, 0.178, -1.995], [0.545, 0.913, -5.750], [1.169, -0.332, 6.125], [-3.524, 1.537, -1.834], [1.516, 3.796, 2.275], [-0.820, 1.574, -3.419], [5.915, 0.868, 1.261], [1.176, -2.217, 4.641], [2.197, 2.746, 2.892], [2.090, -3.926, -0.187], [-2.630, -5.043, -1.570], [-5.879, 1.966, -1.595], [-1.295, 1.667, 3.196], [-2.218, 6.636, -3.294], [0.331, 2.278, -3.784], [-2.683, 0.007, 2.134], [1.942, -4.881, -1.374], [2.548, 5.374, 3.750], [-1.293, 0.553, -4.233], [4.684, 1.341, 1.697], [-5.096, -0.278, -1.974], [1.014, 1.944, -4.943], [-2.545, 4.272, -3.552], [3.091, 3.036, 3.927], [-1.890, 2.663, 2.420], [1.061, -1.699, 5.923], [-0.064, -2.701, -0.053], [-2.700, 5.560, -4.032], [-1.682, 0.337, 3.043], [2.991, -5.995, -1.335], [-3.579, -3.954, -2.070], [-1.431, 5.136, -1.587], [-4.573, 2.431, -1.630], [-2.629, -5.186, -0.047], [4.940, -1.275, 0.798], [1.422, 0.518, 5.056], [-3.291, 0.998, 1.369], [1.420, -1.374, 3.569], [-1.911, 4.064, -2.325], [1.579, -0.001, 3.772], [1.682, 5.104, 2.700], [3.705, -0.806, 1.216], [6.050, -0.441, 0.828], [-2.884, 2.324, 1.500], [-2.106, -3.948, 0.676], [-6.141, 0.613, -1.771], [2.841, -1.456, 1.177], [-3.646, -5.370, 0.302], [2.871, -6.604, -2.231], [2.052, -4.309, -2.299], [1.479, 1.581, 5.238], [-1.245, -0.428, 3.673], [-3.715, -4.033, -3.148], [1.075, -3.282, 4.476], [-2.631, -3.058, 0.338], [-1.646, 3.704, 2.597], [2.597, 2.348, -1.869], [0.943, -5.329, -1.389], [-6.694, 2.660, -1.442], [-4.105, 0.746, 0.703], [1.883, -7.303, -0.001], [-2.199, 0.023, -3.971], [-2.974, -0.526, -2.127], [-2.338, 7.642, -3.672], [1.872, -4.432, 0.756], [1.407, 0.505, -2.358], [0.856, 3.597, 1.429], [1.893, 2.503, -5.238], [3.990, -5.552, -1.388], [2.676, 6.392, 4.092], [-0.135, -4.626, 0.459], [1.613, -1.948, -0.802], [5.047, -2.298, 0.460], [-0.998, -0.547, -6.044], [2.816, -0.054, -1.767], [4.605, 2.367, 2.027], [-0.578, 1.935, 3.962], [1.148, 5.911, 2.216], [-2.254, -4.049, 1.753], [0.647, 3.128, -3.187], [-3.195, 5.723, -4.981], [3.583, -7.729, -0.196], [1.478, -1.789, 2.569], [3.148, -6.366, 0.816], [1.062, 0.085, 7.118], [3.658, 2.242, 4.394], [-2.029, -6.053, 0.250], [3.947, 4.559, 5.159], [0.876, -2.357, 6.761], [-5.304, -1.330, -2.123], [3.019, 1.742, -0.421], [-4.560, -4.060, -1.603], [-3.015, -1.018, 2.044], [-2.910, 3.426, -4.121], [-3.194, -2.952, -1.857], [-4.375, 3.488, -1.503], [-1.616, -4.839, -1.931], [1.068, 0.664, -6.664], [-0.940, 4.973, -0.633], [-1.216, 7.269, -1.511], [6.773, 1.527, 1.273], [-2.927, -6.002, -1.994], [-7.162, 0.255, -1.756], [-3.386, 3.102, 0.937], [3.124, -3.584, -0.137], [7.016, -0.810, 0.510]]}

=====

Which formula does entry 2 have? C51H59AuClNO3P2SbTe